Entry 1:
{
  "formula": "C53H119N5O9",
  "method": "ωB97M-V/def2-TZVPD",
  "smiles": "CC1(C)CCCC(C)(C)N1O.CC1(C)CCCC(C)(C)N1O.CC1(C)CCCC(C)(C)N1O.CC1(C)CCCC(C)(C)N1O.CC1(C)CCCC(C)(C)N1O.CCO.CCO.CCO.CCO",
  "total_charge": 0,
  "homo_lumo_gap_ev": 8.16,
  "de_lowest_ev": 7.932,
  "symbols": ["C", "C", "C", "C", "C", "C", "N", "O", "C", "C", "C", "H", "H", "H", "H", "H", "H", "H", "H", "H", "H", "H", "H", "H", "H", "H", "H", "H", "H", "H", "C", "C", "C", "C", "C", "C", "N", "O", "C", "C", "C", "H", "H", "H", "H", "H", "H", "H", "H", "H", "H", "H", "H", "H", "H", "H", "H", "H", "H", "H", "C", "C", "C", "C", "C", "C", "N", "O", "C", "C", "C", "H", "H", "H", "H", "H", "H", "H", "H", "H", "H", "H", "H", "H", "H", "H", "H", "H", "H", "H", "C", "C", "C", "C", "C", "C", "N", "O", "C", "C", "C", "H", "H", "H", "H", "H", "H", "H", "H", "H", "H", "H", "H", "H", "H", "H", "H", "H", "H", "H", "C", "C", "C", "C", "C", "C", "N", "O", "C", "C", "C", "H", "H", "H", "H", "H", "H", "H", "H", "H", "H", "H", "H", "H", "H", "H", "H", "H", "H", "H", "C", "C", "O", "H", "H", "H", "H", "H", "H", "C", "C", "O", "H", "H", "H", "H", "H", "H", "C", "C", "O", "H", "H", "H", "H", "H", "H", "C", "C", "O", "H", "H", "H", "H", "H", "H"],
  "positions_angstrom": [[2.7338, 1.2595, -8.9281], [1.5677, 2.2482, -8.9698], [1.7910, 3.1880, -7.7714], [2.8556, 4.1643, -8.0733], [2.6094, 4.9183, -9.4304], [2.3588, 3.9745, -10.6558], [1.3622, 3.0106, -10.2666], [1.1322, 2.0678, -11.3095], [1.8143, 4.8325, -11.8406], [3.7567, 3.3254, -11.0776], [0.3886, 1.3657, -8.6360], [3.6710, 1.7169, -8.6112], [2.8344, 0.7556, -9.8894], [2.5836, 0.3788, -8.3037], [0.8108, 3.6073, -7.5441], [2.1578, 2.6876, -6.8752], [3.8571, 3.7563, -8.2099], [2.9292, 4.8226, -7.2077], [3.5037, 5.4790, -9.7023], [1.7707, 5.6146, -9.4306], [2.4703, 5.6913, -11.9824], [1.6980, 4.2132, -12.7300], [0.8870, 5.3228, -11.5442], [3.7564, 2.3410, -11.5456], [4.3285, 3.9827, -11.7327], [4.4193, 3.0457, -10.2585], [-0.5826, 1.8566, -8.5742], [0.6795, 0.6308, -7.8854], [0.2600, 0.6103, -9.4113], [0.3238, 2.3087, -11.7680], [4.2939, -1.7073, 1.8913], [4.3262, -1.0226, 0.4325], [5.7222, -0.2916, 0.1546], [5.9750, 0.1772, -1.2565], [5.9044, -1.1541, -2.0484], [4.6767, -2.0832, -1.9149], [4.3463, -2.1745, -0.5190], [3.2070, -2.9051, -0.3027], [3.5513, -1.5742, -2.7663], [5.0588, -3.5199, -2.4932], [3.2442, 0.0749, 0.3029], [5.0889, -1.3471, 2.5444], [4.2487, -2.7904, 1.7779], [3.4280, -1.3481, 2.4475], [5.7294, 0.6164, 0.7576], [6.6100, -0.7001, 0.6372], [6.9223, 0.7142, -1.3055], [5.1822, 0.8110, -1.6538], [6.7147, -1.7243, -1.5941], [6.1526, -0.9223, -3.0841], [3.7000, -1.4961, -3.8433], [2.6963, -2.2467, -2.6975], [3.3232, -0.5361, -2.5245], [4.1788, -4.1140, -2.7395], [5.5908, -3.4885, -3.4440], [5.7143, -4.0465, -1.7996], [2.2441, -0.3576, 0.2734], [3.3292, 0.7460, -0.5519], [3.1057, 0.6452, 1.2214], [3.6114, -3.6527, 0.1435], [-5.7434, -3.7597, -2.6961], [-5.0713, -3.6591, -4.0974], [-4.2118, -2.4326, -3.9797], [-3.3126, -2.2965, -5.1963], [-2.3531, -3.5634, -5.2908], [-3.1293, -4.8593, -5.3061], [-4.1891, -4.8310, -4.2160], [-4.9673, -6.0125, -4.0772], [-3.7053, -5.1003, -6.8005], [-2.1315, -5.9962, -5.0925], [-6.1582, -3.4222, -5.2248], [-6.3775, -2.8991, -2.4830], [-4.8927, -3.9015, -2.0295], [-6.3996, -4.6020, -2.4772], [-4.8409, -1.5425, -3.9839], [-3.6392, -2.4826, -3.0535], [-2.6245, -1.4511, -5.2066], [-3.8711, -2.2301, -6.1300], [-1.7757, -3.5676, -4.3663], [-1.6747, -3.4091, -6.1300], [-4.1941, -4.2131, -7.2029], [-2.8114, -5.2643, -7.4024], [-4.2862, -5.9728, -7.0996], [-2.5024, -7.0102, -4.9431], [-1.3734, -5.9349, -5.8732], [-1.7616, -5.8591, -4.0763], [-6.9959, -2.9191, -4.7417], [-6.6223, -4.3562, -5.5416], [-5.7644, -2.8568, -6.0694], [-4.6703, -6.2413, -3.1935], [-6.3676, -6.7790, -14.9219], [-5.0553, -6.5381, -14.0514], [-4.3483, -7.8909, -14.3696], [-2.8773, -7.8969, -13.8848], [-1.9259, -6.7908, -14.3264], [-2.6798, -5.3901, -14.2938], [-4.1532, -5.5100, -14.6133], [-4.6853, -4.2381, -14.8618], [-2.4652, -4.6630, -12.8850], [-1.9378, -4.4851, -15.3098], [-5.3744, -6.4845, -12.6154], [-6.8563, -5.8104, -14.8172], [-6.8558, -7.6698, -14.5266], [-6.2290, -6.7973, -16.0029], [-4.8961, -8.7555, -13.9949], [-4.2097, -7.8879, -15.4507], [-2.3508, -8.8254, -14.1056], [-2.9846, -7.9710, -12.8026], [-1.4071, -7.0587, -15.2468], [-1.1524, -6.7782, -13.5585], [-3.2704, -3.9818, -12.6099], [-2.5469, -5.1921, -11.9356], [-1.5269, -4.1180, -12.9885], [-0.8649, -4.6757, -15.3360], [-2.4448, -4.3852, -16.2695], [-1.8580, -3.4811, -14.8930], [-6.0582, -5.7031, -12.2837], [-4.5045, -6.3409, -11.9746], [-5.8109, -7.4084, -12.2360], [-4.6715, -4.0050, -15.7930], [-9.9876, 2.5309, -2.0179], [-9.7889, 3.1019, -3.4372], [-9.6805, 1.8320, -4.3663], [-10.8739, 0.9485, -4.6456], [-11.9994, 1.9617, -4.9881], [-12.2634, 3.1996, -4.0929], [-11.0551, 3.8921, -3.7986], [-11.0420, 5.2659, -3.4274], [-13.1334, 4.1661, -4.9734], [-13.1500, 2.7899, -2.8776], [-8.4728, 3.9644, -3.6875], [-9.0745, 2.0962, -1.6112], [-10.7784, 1.7808, -2.0069], [-10.2089, 3.3571, -1.3423], [-9.0795, 1.9437, -5.2688], [-8.9494, 1.1655, -3.9087], [-10.8762, 0.3557, -3.7310], [-10.6510, 0.3705, -5.5425], [-12.8597, 1.2990, -5.0826], [-11.9613, 2.2936, -6.0257], [-12.5706, 4.6409, -5.7771], [-13.9610, 3.5661, -5.3520], [-13.5313, 5.0476, -4.4708], [-13.1991, 3.6949, -2.2722], [-14.1545, 2.6106, -3.2609], [-12.7443, 1.9558, -2.3051], [-8.3214, 4.9191, -3.1837], [-8.4712, 4.1321, -4.7645], [-7.5038, 3.4708, -3.6136], [-11.4516, 5.1435, -2.5679], [-5.8314, -10.0677, -1.6093], [-4.5278, -10.0489, -0.7271], [-4.2778, -8.6353, -0.5115], [-5.7562, -9.8695, -2.6785], [-6.6040, -9.3777, -1.2699], [-6.2612, -11.0684, -1.5667], [-3.7296, -10.3674, -1.3975], [-4.7692, -10.7399, 0.0806], [-4.1608, -8.4978, 0.4314], [-9.2597, -0.7861, -10.8085], [-10.6784, -0.1463, -11.0178], [-11.5313, -1.0035, -11.8080], [-9.1717, -1.8425, -11.0622], [-8.9173, -0.7434, -9.7745], [-8.6891, -0.2114, -11.5380], [-10.3833, 0.7186, -11.6120], [-11.0481, -0.0117, -10.0013], [-11.3750, -1.8833, -11.4571], [-2.4596, 0.4133, 1.2168], [-2.3036, -1.0877, 1.6460], [-3.5413, -1.6872, 1.9929], [-3.0889, 0.4835, 0.3296], [-1.5715, 1.0187, 1.0354], [-3.0743, 0.8157, 2.0219], [-1.8015, -1.2211, 2.6043], [-1.7871, -1.7100, 0.9152], [-3.3123, -2.4292, 2.5574], [-10.6595, -5.3621, -8.9900], [-11.4184, -5.9558, -10.0810], [-11.3376, -5.2384, -11.3432], [-9.5807, -5.4821, -9.0896], [-10.7943, -6.0006, -8.1169], [-10.8944, -4.3403, -8.6920], [-12.4564, -5.9491, -9.7486], [-11.2355, -7.0181, -10.2431], [-11.9879, -5.5877, -11.9569]]
}

***

Entry 2:
{
  "formula": "C53H35CaF15GeN3OSTe",
  "method": "ωB97M-V/def2-TZVPD",
  "total_charge": 0,
  "homo_lumo_gap_ev": [5.36, 4.29],
  "multiplicity": 2,
  "symbols": ["Ca", "C", "C", "C", "C", "N", "C", "C", "C", "C", "C", "C", "N", "H", "H", "H", "H", "H", "H", "H", "H", "F", "C", "C", "C", "F", "C", "F", "C", "F", "C", "F", "Ge", "S", "C", "C", "F", "C", "F", "C", "F", "C", "F", "C", "F", "C", "C", "F", "C", "F", "C", "F", "C", "F", "C", "F", "C", "C", "C", "C", "C", "C", "Te", "N", "C", "O", "C", "C", "C", "C", "C", "C", "C", "C", "C", "C", "C", "C", "C", "C", "C", "C", "C", "C", "H", "H", "H", "H", "H", "H", "H", "H", "H", "H", "H", "H", "H", "H", "H", "H", "H", "H", "H", "H", "H", "H", "H", "H", "H", "H", "H"],
  "positions_angstrom": [[2.0656, -0.4630, 0.4858], [1.0285, -4.8415, -0.3769], [1.8728, -5.1874, -1.4440], [2.9827, -4.4456, -1.7330], [3.2607, -3.2857, -0.9677], [2.4374, -2.9465, 0.0712], [1.4281, -3.7674, 0.4021], [4.3430, -2.3781, -1.2810], [5.4673, -2.7575, -2.0219], [6.5156, -1.8378, -2.1657], [6.3946, -0.5586, -1.6079], [5.2597, -0.2882, -0.8872], [4.2641, -1.1499, -0.6944], [0.0755, -5.3687, -0.1653], [1.5835, -6.0283, -2.1050], [3.6696, -4.6901, -2.5574], [0.9654, -3.5302, 1.3416], [5.5515, -3.7822, -2.3715], [7.4161, -2.2163, -2.6308], [7.1307, 0.2425, -1.7289], [5.1388, 0.7068, -0.4634], [1.6107, -2.2278, 6.7865], [2.6565, -2.1366, 5.9281], [2.4237, -1.6694, 4.6138], [3.5816, -1.6675, 3.8369], [3.4465, -1.3128, 2.5342], [4.8418, -1.9945, 4.2573], [5.8755, -1.9947, 3.4079], [5.0119, -2.3673, 5.5811], [6.2463, -2.5262, 6.1281], [3.9086, -2.5086, 6.3965], [4.0439, -2.9385, 7.6636], [0.8274, -0.5532, 4.1335], [-0.1132, -0.9624, 2.2029], [1.7041, 1.1288, 4.5335], [1.7538, 1.6227, 5.8447], [1.4067, 0.7620, 6.8571], [1.9947, 2.9671, 6.0674], [2.0115, 3.4753, 7.3184], [2.2737, 3.7768, 4.9895], [2.3067, 5.1187, 5.1809], [2.4226, 3.2784, 3.7006], [2.9086, 4.0362, 2.6801], [2.2054, 1.9450, 3.5274], [2.7001, 1.2762, 2.3878], [-0.8533, -1.0011, 5.1250], [-1.6676, -0.0612, 5.7026], [-1.3126, 1.2448, 5.5870], [-2.8915, -0.3393, 6.2790], [-3.6992, 0.6199, 6.7349], [-3.2189, -1.6703, 6.4674], [-4.3188, -1.9686, 7.1670], [-2.3727, -2.6695, 5.9956], [-2.6249, -3.9830, 6.0635], [-1.1826, -2.3254, 5.3400], [-0.3689, -3.3017, 4.8937], [-8.0434, 1.1301, -1.9689], [-6.5970, 0.9209, -1.6213], [-5.8886, 1.8639, -0.8882], [-4.4972, 1.6955, -0.6450], [-3.7680, 2.6147, 0.3253], [-3.8347, 0.6527, -1.2909], [-1.6201, 0.6330, -1.5879], [0.4508, 0.5460, -1.1188], [1.3295, 1.5657, -1.1735], [2.5154, 1.3672, -0.6444], [1.0116, 2.9367, -1.6450], [2.0729, 3.6731, -2.2483], [1.8467, 4.9529, -2.6927], [0.6350, 5.5639, -2.4394], [-0.4482, 4.8527, -1.8981], [-0.2468, 3.5381, -1.4511], [-1.4581, 0.3166, -3.7537], [-0.7561, -0.8330, -4.2243], [-0.2610, -1.9176, -3.3235], [-0.6183, -0.9937, -5.6019], [-1.1688, -0.0298, -6.4974], [-1.0558, -0.2510, -7.9542], [-1.9167, 1.0114, -6.0101], [-1.9736, 1.2424, -4.6528], [-2.6031, 2.4821, -4.0902], [-4.5862, -0.3939, -1.8289], [-3.9916, -1.7414, -2.1416], [-5.9418, -0.1935, -2.0667], [-8.6425, 1.5760, -1.1589], [-8.4000, 0.1136, -2.1766], [-8.2001, 1.7749, -2.8751], [-6.4031, 2.7615, -0.5440], [-4.5403, 3.2345, 0.8690], [-3.1561, 3.3746, -0.2229], [-3.1091, 2.1613, 1.0763], [2.9798, 3.1266, -2.3520], [2.7020, 5.4674, -3.1178], [0.5527, 6.6469, -2.5459], [-1.4073, 5.3345, -1.8313], [-1.0119, 3.0504, -0.8539], [-1.0979, -2.5055, -2.8937], [0.2951, -1.5535, -2.4673], [0.3516, -2.5906, -3.9318], [-0.0716, -1.8756, -5.9394], [-1.6199, -1.1478, -8.3085], [0.0195, -0.3591, -8.3332], [-1.4419, 0.6440, -8.4986], [-2.4697, 1.6852, -6.7230], [-2.7316, 3.2641, -4.8654], [-2.0087, 2.9258, -3.2539], [-3.5649, 2.2912, -3.6244], [-3.1331, -1.8869, -1.4756], [-3.5717, -1.7547, -3.1692], [-4.7697, -2.5091, -2.0364], [-6.5262, -0.9538, -2.6248]]
}

***

| no. | F_max (eV/Å) |
| --- | --- |
| 1 | 4.28 |
| 2 | 3.47 |